Record 1
Below is the molecule C18H22BrF5O3, with properties calculated with ωB97M-V with the def2-TZVPD basis set.

Each line ends with the Mulliken charge.
Cartesian coordinates (Å):
C  4.1085  -2.1687  1.5880  -1.39
C  2.6475  -2.2001  1.1393  -0.76
C  2.1787  -0.8151  0.6604  0.57
C  1.7897  0.0958  1.8473  -1.14
C  1.0705  -0.7793  -0.3731  -0.42
C  1.0257  0.1750  -1.3267  0.55
C  2.0330  1.2657  -1.5414  -1.11
C  1.4188  2.6762  -1.3638  -0.38
C  2.0772  3.7399  -2.2551  -0.64
O  1.1203  4.5784  -2.8976  -0.56
C  -0.0510  0.1687  -2.3643  0.57
O  0.1069  0.7449  -3.4236  -0.60
C  -1.3040  -0.5558  -2.0456  0.04
Br  -2.7586  -0.1732  -3.1606  -0.10
C  -1.3396  -1.4494  -1.0498  0.60
C  -2.5309  -2.2387  -0.6023  -1.69
C  -2.9843  -1.8513  0.8278  -0.61
C  -4.1466  -0.8467  0.8791  -0.92
C  -3.7713  0.6103  1.0017  0.69
F  -2.9335  1.0151  0.0050  -0.19
F  -4.9005  1.3735  0.9240  -0.34
C  -3.0915  1.0224  2.3324  0.57
F  -1.8496  0.5420  2.4156  -0.20
F  -3.0249  2.3348  2.4358  -0.26
F  -3.7706  0.5488  3.3762  -0.29
C  -0.0636  -1.7496  -0.3084  0.63
O  -0.0241  -2.7691  0.3550  -0.62
H  4.7432  -1.7583  0.7996  0.33
H  4.4598  -3.1844  1.7812  0.43
H  4.2546  -1.5936  2.5035  0.30
H  2.0216  -2.5578  1.9571  0.34
H  2.5483  -2.9338  0.3408  0.45
H  3.0574  -0.3683  0.1923  0.41
H  0.7131  0.1055  2.0135  0.12
H  2.2689  -0.2544  2.7634  0.43
H  2.1161  1.1252  1.6886  0.24
H  2.8712  1.1743  -0.8570  0.26
H  2.3965  1.1711  -2.5673  0.49
H  1.5356  2.9581  -0.3145  0.38
H  0.3514  2.6793  -1.5729  0.27
H  2.6840  4.4149  -1.6513  0.33
H  2.7175  3.2606  -2.9995  0.32
H  0.8044  4.1297  -3.6882  0.31
H  -3.3393  -2.1076  -1.3179  0.62
H  -2.2428  -3.2893  -0.5750  0.34
H  -3.3081  -2.7629  1.3294  0.37
H  -2.1284  -1.4911  1.3895  0.48
H  -4.7976  -1.0615  1.7274  0.35
H  -4.7596  -0.9501  -0.0178  0.40

Computed properties:
LUMO (eV): -1.37
HOMO level (eV): -9.62
Calculated total energy (a.u.): -3998.15610

Record 2
Below is a cluster of 8 separate species, C19H57N17O11PS in total, with properties calculated with ωB97M-V with the def2-TZVPD basis set.

Each line ends with the Mulliken charge.
Cartesian coordinates (Å):
C  -0.8842  -4.4899  -1.8852  -0.79
C  0.0581  -3.6217  -2.9068  -0.50
N  -0.4173  -2.2154  -3.1885  0.13
C  -0.6860  -1.4383  -1.8821  -0.43
C  -0.1367  0.0795  -2.1414  -0.85
N  -0.2476  1.0142  -0.9167  0.44
C  0.5380  0.4720  0.2902  -0.83
C  0.3762  1.3924  1.6492  -0.28
C  1.8477  2.1016  2.0092  0.81
C  2.8803  1.0966  2.7906  -0.79
C  1.6097  3.5350  2.8376  -1.07
P  -2.0100  1.1145  -0.5800  0.31
N  -2.4177  -0.0623  0.7459  -0.53
O  -2.4876  2.6543  0.0631  -0.48
S  0.4304  2.5506  -1.5127  1.10
C  2.3035  2.4076  -1.8627  -0.75
O  0.2841  3.7262  -0.5232  -0.46
O  -0.2002  3.0182  -2.8521  -0.62
C  -1.6106  -2.1647  -4.1152  0.34
C  -1.6484  -0.9678  -5.2830  -0.87
O  -2.6452  -3.0115  -4.1348  -0.55
H  -0.9926  -5.5803  -2.3459  0.28
H  -0.3040  -4.6391  -0.8649  0.29
H  -1.9668  -4.0460  -1.7177  0.23
H  0.2092  -4.1659  -3.9400  0.39
H  1.1360  -3.5585  -2.4097  0.30
H  -0.0128  -1.9699  -1.0725  0.28
H  -1.8368  -1.5377  -1.6969  0.26
H  -0.7653  0.4931  -3.0686  0.27
H  0.9868  0.0399  -2.5431  0.26
H  1.6878  0.3121  0.0113  0.53
H  0.1639  -0.6124  0.6209  0.35
H  0.0447  0.7527  2.5898  0.28
H  -0.3769  2.2820  1.5490  0.11
H  2.4035  2.4337  1.0064  -0.26
H  2.4190  0.6503  3.7709  -0.02
H  3.8422  1.7110  3.1329  0.39
H  3.2660  0.2634  2.0315  0.21
H  2.6013  4.1784  2.6732  0.35
H  1.4928  3.3774  3.9926  0.13
H  0.7134  4.1106  2.3337  0.30
H  -2.1017  -1.0250  0.4860  0.24
H  -3.4781  -0.0849  0.8368  0.32
H  -2.7050  2.5495  1.0557  0.31
H  2.4345  1.8789  -2.8981  0.35
H  2.7794  3.5024  -1.8524  0.32
H  2.8766  1.8058  -1.0391  0.32
H  -2.5545  -0.2583  -5.0448  0.26
H  -1.6860  -1.4155  -6.3790  0.32
H  -0.6674  -0.3483  -5.1337  0.27
C  3.0408  6.2591  -2.8847  0.67
O  3.0405  5.6539  -1.8243  -0.70
N  4.0814  7.0060  -3.2956  -0.41
N  2.0005  6.2333  -3.7371  -0.34
H  4.1002  7.5115  -4.1652  0.16
H  4.8852  7.0524  -2.6831  0.23
H  1.1964  5.6825  -3.4659  0.22
H  1.9821  6.7249  -4.6147  0.17
C  1.6011  -0.6075  6.3116  0.27
O  1.2097  -0.7182  5.1605  -0.63
N  2.0243  -1.6562  7.0400  -0.35
N  1.6441  0.5733  6.9548  -0.11
H  2.3502  -1.5848  7.9891  0.15
H  2.0081  -2.5637  6.5933  0.25
H  1.3342  1.3885  6.4422  0.20
H  1.9633  0.6845  7.9024  0.17
C  -0.5877  3.4051  6.9471  0.70
O  -0.2251  2.4165  6.3293  -0.68
N  -0.1609  3.6817  8.1924  -0.41
N  -1.4464  4.3066  6.4377  -0.32
H  -0.4481  4.4906  8.7170  0.16
H  0.4868  3.0281  8.6130  0.19
H  -1.7920  4.1362  5.5023  0.21
H  -1.7566  5.1268  6.9309  0.14
C  -4.5631  2.7374  6.4744  0.70
O  -4.3092  3.8922  6.7785  -0.62
N  -3.6390  1.8966  5.9756  -0.27
N  -5.7897  2.2022  6.6110  -0.41
H  -3.8290  0.9425  5.7194  0.17
H  -2.7023  2.2598  5.8567  -0.01
H  -6.5147  2.8014  6.9832  0.24
H  -6.0181  1.2535  6.3662  0.15
C  -3.6235  -3.5009  -9.3892  0.67
O  -3.5745  -3.3481  -10.5995  -0.67
N  -4.0548  -2.5407  -8.5517  -0.37
N  -3.2506  -4.6434  -8.7848  -0.27
H  -4.1024  -2.6479  -7.5525  0.15
H  -4.3450  -1.6646  -8.9660  0.21
H  -2.9196  -5.3921  -9.3791  0.22
H  -3.2839  -4.7882  -7.7898  0.16
C  5.7119  -0.3378  5.0115  0.68
O  5.9658  0.8170  5.3156  -0.66
N  6.6359  -1.1786  4.5127  -0.42
N  4.4853  -0.8730  5.1481  -0.22
H  6.4460  -2.1327  4.2565  0.16
H  7.5727  -0.8153  4.3938  0.24
H  3.7602  -0.2738  5.5203  0.18
H  4.2569  -1.8217  4.9033  0.18
C  -2.0589  -8.1988  -8.2751  0.59
O  -2.3769  -7.0850  -8.6609  -0.67
N  -2.5960  -9.3242  -8.7796  -0.40
N  -1.1428  -8.4005  -7.3109  -0.38
H  -2.3470  -10.2501  -8.4749  0.17
H  -3.2901  -9.2170  -9.5078  0.22
H  -0.7138  -7.5796  -6.9042  0.20
H  -0.8677  -9.3099  -6.9799  0.17

Computed properties:
Total charge: +1
LUMO (eV): -3.34
HOMO level (eV): -10.37
Calculated total energy (a.u.): -3255.91319

Record 3
Below is a structure of composition C13H16AuGeN3O2, with properties calculated with ωB97M-V with the def2-TZVPD basis set.

Each line ends with the Mulliken charge.
Cartesian coordinates (Å):
Au  2.1304  -1.7054  0.7087  0.20
C  -0.3166  -3.1020  3.7502  -1.18
Ge  -0.8475  -3.0627  1.8131  0.18
C  -0.6676  -4.8648  1.0535  -1.10
C  -2.7125  -2.6814  1.7478  -1.19
C  0.0519  -1.6197  0.8734  -1.13
H  -1.1361  -3.6493  4.2088  0.35
H  -0.0206  -2.0452  4.0368  0.32
H  0.6243  -3.6469  3.9415  0.36
H  -1.1374  -5.5373  1.8011  0.33
H  0.3703  -5.0556  1.0412  0.37
H  -1.1602  -4.8150  0.0562  0.33
H  -3.3578  -3.5690  1.8591  0.36
H  -3.0224  -2.1687  0.8656  0.38
H  -2.9813  -2.0567  2.6017  0.36
H  -0.0928  -0.6463  1.4042  0.32
H  -0.3682  -1.5265  -0.1212  0.36
N  7.6585  0.6966  1.3697  -0.56
C  7.0955  -0.2427  0.9970  0.48
N  6.5710  -1.3798  0.5879  -0.64
C  5.2890  -1.3755  0.5050  0.51
N  4.1171  -1.4365  0.4551  -0.41
O  -3.2053  6.1466  -3.4327  -0.75
C  -2.4596  5.9915  -2.4159  0.43
O  -2.3856  6.7678  -1.4517  -0.73
C  -1.6054  4.6864  -2.4185  0.15
C  -0.6199  4.3775  -1.4495  -0.42
C  0.1087  3.2135  -1.6050  -0.35
C  -0.0689  2.3700  -2.7174  -0.58
C  -1.0754  2.6499  -3.6154  -0.24
C  -1.7843  3.8272  -3.5145  -0.39
H  -0.5181  4.9440  -0.5688  0.44
H  0.9096  2.9776  -0.9001  0.36
H  0.4856  1.4870  -2.8220  0.45
H  -1.3058  1.9089  -4.4105  0.29
H  -2.5626  4.1426  -4.2344  0.34

Computed properties:
Energy above the lowest of the compared OMol25 structures with the same formula, charge and spin (kJ/mol): 0.00
Total charge: -2
LUMO (eV): 4.44
HOMO level (eV): -2.76
Calculated total energy (a.u.): -3032.38305

Record 4
Below is a cluster of 2 separate species, C19H21FN3 in total, with properties calculated with ωB97M-V with the def2-TZVPD basis set.

Each line ends with the Mulliken charge.
Cartesian coordinates (Å):
F  0.9444  -5.5523  1.8873  -0.30
C  0.4517  -4.2648  1.9126  0.07
C  -0.8580  -4.0725  2.3383  -0.40
C  -1.3608  -2.7610  2.3203  -0.62
C  -0.5830  -1.7143  1.8591  -0.32
C  0.7721  -1.8970  1.4350  1.28
C  1.4693  -0.7440  0.9863  -0.23
C  2.8288  -0.5547  0.6065  0.92
C  3.2766  0.7960  0.4249  -0.42
C  4.5669  1.0943  0.0198  -0.72
C  5.4850  0.0578  -0.2154  -0.28
C  5.0895  -1.2745  -0.0398  -0.93
C  3.7890  -1.5826  0.3527  -0.07
C  1.2845  -3.2335  1.5020  -0.57
H  -1.4648  -4.9093  2.6676  0.47
H  -2.3773  -2.5749  2.6680  0.41
H  -1.0016  -0.7100  1.7902  0.21
H  0.8458  0.1544  0.9304  0.07
H  2.5605  1.5967  0.6143  0.40
H  4.8714  2.1338  -0.1171  0.39
H  6.4987  0.2912  -0.5347  0.40
H  5.8037  -2.0830  -0.2184  0.41
H  3.5052  -2.6244  0.4355  0.32
H  2.3028  -3.4639  1.2253  0.43
C  -1.4251  1.4631  -3.0797  -0.69
C  -1.0069  0.3280  -2.1511  -0.75
N  -1.0923  0.6330  -0.7171  -0.17
C  -1.9928  1.5284  -0.4164  0.12
N  -2.7995  2.2051  -1.2896  0.12
C  -2.7992  1.9971  -2.7096  -0.56
C  -3.8088  2.9807  -0.6232  -0.66
C  -3.3835  2.9409  0.8351  -0.52
N  -2.3129  1.9818  0.8418  -0.09
H  -0.6923  2.2750  -2.9943  0.30
H  -1.4227  1.1520  -4.1294  0.37
H  -1.6352  -0.5505  -2.3928  0.25
H  0.0355  0.0531  -2.3565  0.34
H  -3.0070  2.9535  -3.2030  0.34
H  -3.5922  1.2893  -3.0094  0.28
H  -3.8364  3.9977  -1.0269  0.34
H  -4.8041  2.5294  -0.7508  0.27
H  -3.0380  3.9271  1.1634  0.29
H  -4.1977  2.6164  1.4858  0.33
H  -1.8889  1.5915  1.6731  0.17

Computed properties:
Energy above the lowest of the compared OMol25 structures with the same formula, charge and spin (kJ/mol): 198.16
Total charge: +1
LUMO (eV): -5.77
HOMO level (eV): -10.65
Calculated total energy (a.u.): -1000.47354